# 1
DFT (ωB97M-V with the def2-TZVPD basis set) results for C4H11NO in the gas phase in a non-equilibrium geometry.

## Properties
largest force on an atom = 3.13 eV/A
structure (SMILES) = CN(C)CCO
E_LUMO = 1.062 eV
relative energy (zero: lowest compared OMol25 entry of this formula, charge and spin) = 50.0 kcal/mol
gap between HOMO and LUMO = 9.794 eV
HOMO = -8.7325 eV

Structure (ORCA input):
```
! wB97M-V def2-TZVPD RIJCOSX def2/J DEFGRID3
* xyz 0 1
O -0.88 1.34 -1.97
N 0.78 -0.44 0.38
C 1.56 -0.45 1.59
C -0.26 0.63 0.30
C -1.28 0.68 -0.78
C 0.06 -1.73 0.30
H -0.63 0.74 1.34
H -0.61 -1.75 -0.55
H 0.30 1.56 0.19
H 0.03 1.55 -2.09
H -2.27 1.05 -0.45
H 1.91 0.58 1.74
H -1.68 -0.26 -1.20
H 0.98 -0.55 2.55
H 2.36 -1.17 1.61
H 0.73 -2.60 0.21
H -0.54 -1.89 1.20
*
```

Mulliken population analysis, charges in e, atoms 1 to 8: -0.554 -0.110 -0.966 -0.760 -0.181 -0.966 0.399 0.297



# 2
DFT (ωB97M-V with the def2-TZVPD basis set) results for a 2-piece molecular cluster, C4H11NO overall in a non-equilibrium geometry.

## Properties
largest force on an atom = 2.13 eV/A
structure (SMILES) = C/C=C(/C)N.O
E_LUMO = 0.861 eV
relative energy (zero: lowest compared OMol25 entry of this formula, charge and spin) = 22.8 kcal/mol
gap between HOMO and LUMO = 8.958 eV
HOMO = -8.0973 eV

Structure (ORCA input):
```
! wB97M-V def2-TZVPD RIJCOSX def2/J DEFGRID3
* xyz 0 1
O 1.59 1.94 -1.32
N -1.60 0.25 0.87
C 0.56 -0.57 0.20
C 1.23 -0.51 1.53
C -1.26 -0.42 -1.47
C -0.70 -0.17 -0.09
H -2.58 0.16 0.61
H -1.85 -1.34 -1.49
H 2.08 -1.20 1.56
H 2.29 1.51 -0.80
H 0.72 1.75 -0.86
H -1.45 -0.14 1.80
H 1.20 -0.91 -0.62
H -1.91 0.41 -1.77
H 0.55 -0.79 2.35
H 1.60 0.50 1.72
H -0.47 -0.49 -2.22
*
```

Mulliken population analysis, charges in e, atoms 1 to 8: -0.668 -0.507 -0.339 -1.119 -1.317 0.481 0.251 0.346



# 3
DFT (ωB97M-V with the def2-TZVPD basis set) results for a 2-piece molecular cluster, C4H11NO overall in a non-equilibrium geometry.

## Properties
largest force on an atom = 6.30 eV/A
structure (SMILES) = CC(N)=O.CC
E_LUMO = 0.806 eV
relative energy (zero: lowest compared OMol25 entry of this formula, charge and spin) = 44.3 kcal/mol
gap between HOMO and LUMO = 10.350 eV
HOMO = -9.5441 eV

Structure (ORCA input):
```
! wB97M-V def2-TZVPD RIJCOSX def2/J DEFGRID3
* xyz 0 1
O -1.62 1.07 -1.91
N -1.64 -1.11 -1.99
C 2.25 -0.28 0.94
C 2.48 1.24 1.29
C -1.92 0.04 -1.38
C -2.62 0.02 -0.10
H -2.25 -0.82 0.49
H -2.43 0.80 0.56
H 2.43 -0.59 -0.05
H -1.75 -1.93 -1.61
H 2.79 -1.00 1.46
H 3.59 1.37 1.45
H -1.11 -1.23 -2.95
H 1.35 -0.80 1.45
H 2.19 1.96 0.57
H 1.93 1.35 2.28
H -3.70 -0.08 -0.49
*
```

Mulliken population analysis, charges in e, atoms 1 to 8: -0.613 -0.397 -0.988 -0.686 0.670 -0.862 0.296 0.296



# 4
DFT (ωB97M-V with the def2-TZVPD basis set) results for a 2-piece molecular cluster, C4H11NO overall in a non-equilibrium geometry.

## Properties
largest force on an atom = 1.79 eV/A
structure (SMILES) = CC=O.CNC
E_LUMO = 0.947 eV
relative energy (zero: lowest compared OMol25 entry of this formula, charge and spin) = 38.1 kcal/mol
gap between HOMO and LUMO = 10.074 eV
HOMO = -9.1275 eV

Structure (ORCA input):
```
! wB97M-V def2-TZVPD RIJCOSX def2/J DEFGRID3
* xyz 0 1
O -2.95 0.77 0.76
N 1.24 -0.23 0.93
C -1.97 0.73 0.06
C 1.28 -1.61 1.38
C 1.33 -0.16 -0.52
C -1.94 1.51 -1.21
H 2.08 -2.18 0.89
H 0.32 -2.08 1.17
H -2.93 1.79 -1.55
H -1.15 0.08 0.40
H 0.59 -0.81 -0.96
H 1.09 0.82 -0.93
H -1.49 0.89 -2.00
H 2.29 -0.52 -0.92
H 2.01 0.28 1.32
H 1.48 -1.66 2.45
H -1.26 2.36 -1.26
*
```

Mulliken population analysis, charges in e, atoms 1 to 8: -0.497 -0.339 0.310 -0.825 -1.045 -0.914 0.315 0.238



# 5
DFT (ωB97M-V with the def2-TZVPD basis set) results for a 2-piece molecular cluster, C4H11NO overall in a non-equilibrium geometry.

## Properties
largest force on an atom = 3.24 eV/A
structure (SMILES) = C1CCNC1.O
E_LUMO = 1.063 eV
relative energy (zero: lowest compared OMol25 entry of this formula, charge and spin) = 38.6 kcal/mol
gap between HOMO and LUMO = 9.734 eV
HOMO = -8.6715 eV

Structure (ORCA input):
```
! wB97M-V def2-TZVPD RIJCOSX def2/J DEFGRID3
* xyz 0 1
O 3.46 4.47 -2.21
N -0.62 -0.79 1.84
C 0.26 -1.56 0.97
C -1.35 -0.59 -0.48
C -1.65 -0.13 1.05
C -0.39 -1.75 -0.36
H 0.39 -1.81 -1.12
H 3.74 5.17 -2.80
H -0.80 -2.75 -0.67
H -1.02 -1.50 2.45
H -2.68 -0.32 1.34
H -1.07 0.29 -1.08
H 3.91 4.50 -1.37
H -2.31 -0.93 -0.87
H 0.60 -2.44 1.49
H -1.64 0.97 0.99
H 1.18 -0.84 0.84
*
```

Mulliken population analysis, charges in e, atoms 1 to 8: -0.644 -0.475 -0.526 -0.455 -0.465 -0.546 0.290 0.322



# 6
DFT (ωB97M-V with the def2-TZVPD basis set) results for a 2-piece molecular cluster, C4H11NO overall in a non-equilibrium geometry.

## Properties
largest force on an atom = 3.79 eV/A
structure (SMILES) = C=CC.NCO
E_LUMO = 0.932 eV
relative energy (zero: lowest compared OMol25 entry of this formula, charge and spin) = 70.9 kcal/mol
gap between HOMO and LUMO = 10.495 eV
HOMO = -9.5633 eV

Structure (ORCA input):
```
! wB97M-V def2-TZVPD RIJCOSX def2/J DEFGRID3
* xyz 0 1
O -1.01 -2.06 1.28
N -0.14 -2.72 -0.98
C -0.98 -1.83 -0.23
C 0.88 2.00 -0.87
C 0.03 2.05 0.45
C 0.44 1.81 1.68
H 1.81 2.61 -0.90
H 1.17 0.98 -1.03
H -0.40 -3.68 -0.94
H 1.44 1.38 1.87
H -0.12 1.44 2.45
H -0.67 -0.73 -0.36
H 0.28 2.38 -1.69
H 0.17 -2.52 -1.98
H -0.06 -2.02 1.48
H -0.88 2.60 0.23
H -1.97 -1.70 -0.46
*
```

Mulliken population analysis, charges in e, atoms 1 to 8: -0.545 -0.522 0.096 -0.915 -0.078 -0.689 0.324 0.230



# 7
DFT (ωB97M-V with the def2-TZVPD basis set) results for a 2-piece molecular cluster, C4H11NO overall in a non-equilibrium geometry.

## Properties
largest force on an atom = 5.59 eV/A
structure (SMILES) = CC(N)=O.CC
E_LUMO = 0.779 eV
relative energy (zero: lowest compared OMol25 entry of this formula, charge and spin) = 25.5 kcal/mol
gap between HOMO and LUMO = 10.773 eV
HOMO = -9.9946 eV

Structure (ORCA input):
```
! wB97M-V def2-TZVPD RIJCOSX def2/J DEFGRID3
* xyz 0 1
O 2.94 -0.82 1.63
N 1.08 -2.16 1.48
C 1.81 -0.96 1.86
C -1.09 1.66 -2.15
C -1.69 0.41 -2.72
C 1.01 0.07 2.72
H 1.36 -0.11 3.72
H -1.36 0.15 -3.68
H 0.06 1.70 -2.01
H -0.01 -0.13 2.81
H -1.18 2.49 -2.85
H -2.80 0.58 -2.83
H 0.16 -2.22 1.81
H -1.43 1.96 -1.14
H 1.39 0.95 2.33
H -1.69 -0.57 -2.06
H 1.44 -3.01 1.08
*
```

Mulliken population analysis, charges in e, atoms 1 to 8: -0.504 -0.387 0.553 -0.782 -0.738 -0.955 0.288 0.304



# 8
DFT (ωB97M-V with the def2-TZVPD basis set) results for a 2-piece molecular cluster, C4H11NO overall in a non-equilibrium geometry.

## Properties
largest force on an atom = 5.55 eV/A
structure (SMILES) = CC(C)=CN.O
E_LUMO = 0.900 eV
relative energy (zero: lowest compared OMol25 entry of this formula, charge and spin) = 53.3 kcal/mol
gap between HOMO and LUMO = 8.792 eV
HOMO = -7.8913 eV

Structure (ORCA input):
```
! wB97M-V def2-TZVPD RIJCOSX def2/J DEFGRID3
* xyz 0 1
O 0.18 2.89 -0.88
N -1.49 0.34 -1.02
C -0.98 -0.08 0.24
C 1.27 -0.53 -0.58
C 0.31 -0.57 0.55
C 0.44 -1.22 1.90
H 1.33 -1.09 2.45
H -0.48 -1.06 2.54
H 0.76 -1.12 -1.38
H -0.24 2.07 -1.26
H -0.58 3.30 -0.63
H -2.19 -0.20 -1.45
H 0.53 -2.39 1.54
H -0.77 0.53 -1.75
H 2.19 -1.17 -0.32
H 1.50 0.51 -0.92
H -1.79 -0.23 0.97
*
```

Mulliken population analysis, charges in e, atoms 1 to 8: -0.621 -0.593 -0.472 -1.235 1.006 -1.131 0.350 0.299



# 9
DFT (ωB97M-V with the def2-TZVPD basis set) results for a 2-piece molecular cluster, C4H11NO overall.

## Properties
largest force on an atom = 0.64 eV/A
structure (SMILES) = C=CCNC.O
E_LUMO = 0.988 eV
relative energy (zero: lowest compared OMol25 entry of this formula, charge and spin) = 38.1 kcal/mol
gap between HOMO and LUMO = 10.378 eV
HOMO = -9.3900 eV

Structure (ORCA input):
```
! wB97M-V def2-TZVPD RIJCOSX def2/J DEFGRID3
* xyz 0 1
O -1.96 -1.41 1.46
N -0.51 0.79 -0.08
C -0.58 2.20 0.30
C 0.94 -1.04 -0.93
C 0.85 0.42 -0.52
C 1.16 -2.00 -0.04
H -1.11 0.67 -0.89
H 1.28 -1.79 1.01
H -1.20 -0.89 1.15
H 1.55 0.60 0.29
H 1.19 1.05 -1.36
H -1.30 2.36 1.10
H -0.80 2.86 -0.53
H -2.08 -2.06 0.76
H 0.40 2.53 0.66
H 1.24 -3.03 -0.39
H 0.93 -1.27 -1.99
*
```

Mulliken population analysis, charges in e, atoms 1 to 8: -0.696 -0.246 -0.884 0.030 -0.723 -0.924 0.200 0.274



# 10
DFT (ωB97M-V with the def2-TZVPD basis set) results for a 2-piece molecular cluster, C4H11NO overall in a non-equilibrium geometry.

## Properties
largest force on an atom = 3.66 eV/A
structure (SMILES) = C1CCNC1.O
E_LUMO = 0.818 eV
relative energy (zero: lowest compared OMol25 entry of this formula, charge and spin) = 29.8 kcal/mol
gap between HOMO and LUMO = 8.977 eV
HOMO = -8.1593 eV

Structure (ORCA input):
```
! wB97M-V def2-TZVPD RIJCOSX def2/J DEFGRID3
* xyz 0 1
O -3.25 0.26 -1.42
N 1.35 -1.20 0.40
C 0.59 -0.77 -0.77
C 1.42 -0.18 1.45
C 0.25 0.66 -0.43
C 0.29 0.74 1.11
H 1.15 -0.80 -1.71
H 0.98 1.38 -0.82
H -0.72 0.52 1.49
H -3.56 0.33 -2.33
H 2.35 -1.59 0.27
H 1.33 -0.63 2.46
H -0.80 0.92 -0.67
H 0.39 1.78 1.49
H -3.77 -0.43 -1.00
H -0.33 -1.37 -0.85
H 2.34 0.38 1.35
*
```

Mulliken population analysis, charges in e, atoms 1 to 8: -0.606 -0.443 -0.364 -0.474 -0.376 -0.663 0.247 0.280



# 11
DFT (ωB97M-V with the def2-TZVPD basis set) results for a 2-piece molecular cluster, C4H11NO overall.

## Properties
largest force on an atom = 0.93 eV/A
E_LUMO (alpha / beta) = -4.432 / -9.150 eV
relative energy (zero: lowest compared OMol25 entry of this formula, charge and spin) = 34.3 kcal/mol
gap between HOMO and LUMO (alpha / beta) = 10.518 / 5.797 eV
HOMO (alpha / beta) = -14.9498 / -14.9463 eV

Structure (ORCA input):
```
! wB97M-V def2-TZVPD RIJCOSX def2/J DEFGRID3
* xyz 1 2
O -0.31 -0.68 1.55
N 1.76 -1.47 1.14
C 0.10 -1.47 -0.64
C -1.63 1.92 -0.74
C 0.55 -1.16 0.76
C -0.47 2.41 -1.59
H 2.45 -1.77 0.46
H 0.50 2.15 -1.16
H -1.38 1.01 -0.21
H 2.06 -1.22 2.09
H 0.27 -2.52 -0.86
H -0.93 -1.23 -0.88
H 0.75 -0.88 -1.30
H -0.49 2.03 -2.62
H -2.49 1.64 -1.36
H -2.02 2.68 -0.07
H -0.43 3.49 -1.67
*
```

Mulliken population analysis, charges in e, atoms 1 to 8: -0.148 -0.311 -1.144 -0.554 0.898 -0.882 0.259 0.242



# 12
DFT (ωB97M-V with the def2-TZVPD basis set) results for a 2-piece molecular cluster, C4H11NO overall in a non-equilibrium geometry.

## Properties
largest force on an atom = 7.88 eV/A
E_LUMO (alpha / beta) = -4.468 / -9.838 eV
relative energy (zero: lowest compared OMol25 entry of this formula, charge and spin) = 79.3 kcal/mol
gap between HOMO and LUMO (alpha / beta) = 10.293 / 4.911 eV
HOMO (alpha / beta) = -14.7612 / -14.7488 eV

Structure (ORCA input):
```
! wB97M-V def2-TZVPD RIJCOSX def2/J DEFGRID3
* xyz 1 2
O -1.06 0.18 0.21
N -1.77 -1.37 1.63
C 1.15 0.82 -2.84
C 1.32 -0.32 -1.77
C -1.17 -0.15 1.35
C -0.55 0.60 2.55
H -1.08 1.31 3.23
H 2.18 1.03 -2.82
H -0.02 -0.08 3.26
H -2.30 -1.91 0.87
H 0.47 -1.07 -1.47
H -1.96 -1.65 2.60
H 0.53 1.51 -2.37
H 2.19 -0.92 -1.92
H 0.07 1.26 1.96
H 1.48 0.16 -0.85
H 0.51 0.60 -3.61
*
```

Mulliken population analysis, charges in e, atoms 1 to 8: -0.101 -0.389 -0.887 -0.731 0.803 -0.905 0.346 0.303



# 13
DFT (ωB97M-V with the def2-TZVPD basis set) results for an isolated ion of composition C4H11NO and charge +1 in a non-equilibrium geometry.

## Properties
largest force on an atom = 4.27 eV/A
E_LUMO (alpha / beta) = -3.020 / -7.819 eV
relative energy (zero: lowest compared OMol25 entry of this formula, charge and spin) = 57.1 kcal/mol
gap between HOMO and LUMO (alpha / beta) = 11.783 / 6.968 eV
HOMO (alpha / beta) = -14.8026 / -14.7875 eV

Structure (ORCA input):
```
! wB97M-V def2-TZVPD RIJCOSX def2/J DEFGRID3
* xyz 1 2
O -2.42 -0.93 -0.70
N 0.90 0.44 0.15
C -1.60 0.21 -0.22
C 2.20 0.29 -0.42
C -0.13 -0.38 -0.49
C 0.99 0.48 1.65
H 2.72 -0.62 -0.16
H -0.04 0.65 2.11
H 1.64 1.35 1.88
H -1.72 0.27 0.94
H 2.75 1.23 -0.17
H -2.13 1.12 -0.59
H -2.26 -1.13 -1.58
H -0.17 -1.39 0.06
H 0.01 -0.55 -1.61
H 1.54 -0.39 2.08
H 2.01 0.16 -1.55
*
```

Mulliken population analysis, charges in e, atoms 1 to 8: -0.498 0.235 -0.403 -0.830 -0.363 -0.734 0.376 0.287



# 14
DFT (ωB97M-V with the def2-TZVPD basis set) results for C4H11NO2 in the gas phase in a non-equilibrium geometry.

## Properties
largest force on an atom = 4.17 eV/A
structure (SMILES) = N[C@@H](CO)CCO
E_LUMO = 0.913 eV
relative energy (zero: lowest compared OMol25 entry of this formula, charge and spin) = 54.4 kcal/mol
gap between HOMO and LUMO = 9.942 eV
HOMO = -9.0290 eV

Structure (ORCA input):
```
! wB97M-V def2-TZVPD RIJCOSX def2/J DEFGRID3
* xyz 0 1
O -1.01 1.61 -2.01
O 0.37 -1.39 2.47
N -1.14 -1.14 -0.34
C 0.66 0.47 -0.77
C -0.09 -0.35 0.27
C 0.93 -1.10 1.20
C -0.04 1.81 -0.93
H -1.96 -0.67 -0.43
H 0.67 2.46 -1.37
H -0.66 0.20 0.99
H 1.24 -1.97 0.65
H 1.74 -0.40 1.36
H 0.58 -2.26 2.68
H -1.34 -1.92 0.18
H -1.76 2.15 -1.71
H 1.67 0.52 -0.51
H 0.63 -0.06 -1.75
H -0.50 2.07 0.02
*
```

Mulliken population analysis, charges in e, atoms 1 to 8: -0.521 -0.524 -0.737 -0.801 0.331 -0.856 -0.572 0.196